Below is a 10-piece molecular cluster, C30H70N10O10 overall in a non-equilibrium geometry, with properties calculated with ωB97M-V/def2-TZVPD.

ORCA input file:
```
! RIJCOSX wB97M-V def2-TZVPD def2/J DEFGRID3
* xyz -1 2
C -5.75 -17.38 11.30
O -6.78 -17.75 10.86
N -4.64 -18.12 10.94
C -3.28 -17.82 11.33
C -4.68 -19.12 9.90
H -5.59 -16.57 12.03
H -2.84 -18.79 11.55
H -3.17 -17.17 12.19
H -2.76 -17.64 10.39
H -4.76 -20.12 10.32
H -5.62 -19.22 9.37
H -3.86 -19.00 9.19
C 6.08 -20.34 16.85
O 5.70 -21.47 16.60
N 5.66 -19.19 16.40
C 6.10 -17.85 16.86
C 4.56 -19.09 15.32
H 6.87 -20.18 17.59
H 7.00 -17.94 17.47
H 5.34 -17.33 17.45
H 6.06 -17.25 15.95
H 5.02 -18.74 14.40
H 3.96 -20.00 15.30
H 3.86 -18.26 15.45
C 0.08 -20.05 11.04
O 0.36 -19.97 9.88
N 1.08 -20.15 11.95
C 2.48 -20.05 11.55
C 0.84 -20.07 13.39
H -0.93 -20.19 11.45
H 3.03 -20.90 11.95
H 2.89 -19.10 11.90
H 2.61 -19.86 10.49
H 0.77 -19.01 13.63
H -0.11 -20.53 13.68
H 1.51 -20.71 13.96
C -4.68 -23.20 9.77
O -5.88 -23.43 9.43
N -3.68 -23.99 9.74
C -2.31 -23.55 10.15
C -3.59 -25.27 9.11
H -4.37 -22.25 10.24
H -2.34 -22.62 10.71
H -1.62 -23.56 9.31
H -1.84 -24.25 10.84
H -4.55 -25.48 8.65
H -2.84 -25.22 8.32
H -3.50 -26.14 9.76
C -0.92 -21.30 6.52
O -2.09 -21.38 6.68
N -0.23 -21.95 5.51
C 1.21 -22.12 5.46
C -1.07 -22.70 4.56
H -0.24 -20.77 7.21
H 1.71 -21.83 6.38
H 1.74 -21.48 4.76
H 1.49 -23.16 5.29
H -1.41 -23.53 5.18
H -1.83 -21.95 4.30
H -0.72 -23.04 3.59
C 4.45 -16.03 9.09
O 4.59 -17.24 8.76
N 3.83 -15.61 10.20
C 4.03 -14.36 10.79
C 3.45 -16.66 11.16
H 4.82 -15.20 8.48
H 4.44 -14.29 11.79
H 3.13 -13.74 10.82
H 4.59 -13.74 10.09
H 2.48 -16.43 11.59
H 3.38 -17.60 10.61
H 4.25 -16.85 11.87
C 3.38 -25.15 8.63
O 3.32 -26.30 8.33
N 2.27 -24.39 8.63
C 2.35 -22.99 9.00
C 0.99 -24.79 8.00
H 4.24 -24.63 9.08
H 3.04 -22.40 8.41
H 2.66 -22.75 10.02
H 1.44 -22.42 8.85
H 1.14 -24.83 6.92
H 0.78 -25.78 8.42
H 0.04 -24.30 8.21
C 3.71 -24.27 16.62
O 3.36 -25.06 17.54
N 2.87 -23.54 15.84
C 3.09 -23.07 14.47
C 1.50 -23.32 16.30
H 4.68 -24.34 16.10
H 4.02 -23.46 14.06
H 3.05 -21.98 14.51
H 2.28 -23.26 13.76
H 1.40 -22.25 16.46
H 0.69 -23.62 15.64
H 1.41 -23.69 17.32
C 5.27 -22.49 10.59
O 4.58 -23.19 11.38
N 6.19 -21.56 10.95
C 7.33 -21.11 10.09
C 6.19 -21.03 12.29
H 5.41 -22.72 9.52
H 8.00 -21.96 10.21
H 7.83 -20.23 10.49
H 7.14 -20.86 9.05
H 5.19 -21.22 12.69
H 7.00 -21.45 12.89
H 6.37 -19.96 12.17
C 1.55 -16.65 16.55
O 2.73 -16.27 16.42
N 0.61 -16.45 15.58
C 0.96 -15.79 14.27
C -0.78 -16.92 15.83
H 1.11 -17.14 17.43
H 0.67 -14.74 14.34
H 0.63 -16.29 13.36
H 2.03 -15.61 14.19
H -0.92 -18.00 15.89
H -1.32 -16.50 16.68
H -1.36 -16.58 14.97
*
```

Values from the calculation:
expectation value of S²	0.75
HOMO-LUMO gap (alpha / beta)	1.940 / 8.779	eV
energy	-2484.84809	hartree
energy relative to the best compared isomer or geometry (same formula, charge and spin)	788.85	kJ/mol
HOMO (alpha / beta)	0.00 / -6.92	eV



Below is a 10-piece molecular cluster, C30H70N10O10 overall in a non-equilibrium geometry, with properties calculated with ωB97M-V/def2-TZVPD.

ORCA input file:
```
! RIJCOSX wB97M-V def2-TZVPD def2/J DEFGRID3
* xyz 0 1
C -8.27 1.20 -1.09
C -7.32 0.01 -0.94
O -7.76 -1.08 -0.64
N -6.00 0.23 -1.19
C -4.92 -0.72 -0.97
H -8.54 1.29 -2.15
H -7.95 2.21 -0.84
H -9.18 0.86 -0.61
H -5.75 1.20 -1.07
H -5.33 -1.55 -0.40
H -4.04 -0.32 -0.46
H -4.49 -1.02 -1.93
C -3.46 3.74 1.20
C -4.95 3.95 1.07
O -5.70 3.21 0.42
N -5.48 4.92 1.84
C -6.91 5.24 1.76
H -3.37 2.66 1.04
H -3.11 4.09 2.17
H -2.98 4.14 0.31
H -4.99 5.35 2.60
H -7.43 4.49 2.37
H -7.31 5.23 0.75
H -7.03 6.22 2.21
C -3.73 2.91 -2.57
C -2.83 3.85 -3.37
O -1.63 3.67 -3.39
N -3.53 4.71 -4.15
C -2.83 5.77 -4.88
H -4.19 3.44 -1.73
H -3.16 2.07 -2.18
H -4.49 2.50 -3.24
H -4.52 4.67 -4.22
H -2.23 5.51 -5.75
H -2.27 6.37 -4.18
H -3.61 6.36 -5.36
C -0.48 -7.65 1.92
C -0.21 -6.15 2.09
O 0.32 -5.54 1.17
N -0.39 -5.59 3.30
C -0.01 -4.22 3.57
H 0.49 -8.13 2.03
H -0.84 -7.89 0.92
H -1.17 -8.12 2.62
H -0.74 -6.15 4.06
H -0.43 -3.50 2.87
H 1.03 -4.14 3.21
H 0.12 -3.91 4.60
C 2.66 0.04 6.13
C 2.60 -1.23 5.34
O 2.10 -2.27 5.75
N 3.19 -1.17 4.13
C 3.31 -2.33 3.24
H 2.93 -0.13 7.17
H 1.67 0.50 6.22
H 3.28 0.81 5.66
H 3.60 -0.30 3.83
H 4.23 -2.30 2.66
H 2.44 -2.25 2.59
H 3.37 -3.25 3.82
C 1.10 2.21 2.68
C 1.48 3.12 3.83
O 0.63 3.60 4.56
N 2.79 3.28 4.07
C 3.32 3.97 5.24
H 0.95 2.86 1.82
H 0.25 1.57 2.91
H 1.86 1.46 2.47
H 3.49 2.78 3.55
H 2.85 4.92 5.48
H 4.40 4.04 5.16
H 3.19 3.30 6.10
C -0.82 1.02 -0.17
C -0.75 -0.47 -0.29
O -1.73 -1.11 -0.68
N 0.39 -1.05 0.12
C 0.72 -2.46 0.05
H -1.47 1.26 0.68
H -1.18 1.57 -1.03
H 0.11 1.44 0.23
H 1.12 -0.35 0.16
H 0.79 -2.86 1.07
H 1.69 -2.58 -0.42
H -0.03 -3.05 -0.46
C 6.92 -5.02 -2.58
C 5.46 -4.66 -2.35
O 4.78 -4.15 -3.22
N 5.02 -4.82 -1.07
C 3.68 -4.56 -0.61
H 7.61 -4.19 -2.44
H 6.87 -5.21 -3.66
H 7.25 -5.92 -2.08
H 5.68 -5.17 -0.41
H 3.54 -3.51 -0.35
H 3.56 -5.13 0.32
H 2.90 -4.80 -1.32
C 5.15 0.61 -1.40
C 5.16 -0.83 -0.87
O 4.14 -1.26 -0.34
N 6.29 -1.55 -0.98
C 7.54 -1.02 -1.51
H 5.90 1.18 -0.84
H 4.17 1.06 -1.26
H 5.40 0.73 -2.45
H 6.23 -2.49 -0.61
H 7.62 -1.20 -2.58
H 8.32 -1.60 -0.99
H 7.85 -0.05 -1.13
C -0.24 2.33 -6.17
C -0.96 1.06 -5.83
O -0.97 0.10 -6.59
N -1.53 0.99 -4.61
C -2.08 -0.20 -3.99
H 0.68 2.54 -5.63
H -0.93 3.17 -6.15
H 0.17 2.26 -7.18
H -1.46 1.82 -4.04
H -2.72 0.09 -3.16
H -1.25 -0.83 -3.68
H -2.70 -0.73 -4.72
*
```

Values from the calculation:
HOMO-LUMO gap	8.628	eV
energy	-2485.15472	hartree
energy relative to the best compared isomer or geometry (same formula, charge and spin)	308.42	kJ/mol
HOMO	-8.69	eV



Below is C30H70N8O10Pt as an isolated structure in a non-equilibrium geometry, with properties calculated with ωB97M-V/def2-TZVPD.

ORCA input file:
```
! RIJCOSX wB97M-V def2-TZVPD def2/J DEFGRID3
* xyz 0 3
Pt -0.26 -0.06 -0.60
C 0.09 -4.42 0.38
C 1.03 -3.28 0.59
C 2.54 -3.57 0.31
O 0.53 -2.13 0.00
H 0.34 -5.31 0.97
H 0.18 -4.77 -0.65
H -0.96 -4.23 0.59
H 1.02 -3.21 1.68
H 3.00 -4.26 1.01
H 3.20 -2.70 0.34
H 2.60 -4.11 -0.64
C 2.40 2.26 2.31
C 0.84 2.03 2.09
C 0.04 3.38 1.95
O 0.74 1.04 1.06
H 2.48 2.95 3.15
H 2.82 2.69 1.40
H 3.05 1.43 2.58
H 0.48 1.55 3.00
H -0.97 3.21 1.57
H 0.54 4.03 1.22
H -0.02 3.94 2.89
C 4.91 -2.05 5.08
O 6.03 -2.09 5.69
N 4.73 -1.40 3.96
C 3.60 -1.73 3.17
C 5.59 -0.42 3.26
H 4.00 -2.49 5.51
H 2.67 -2.11 3.58
H 3.86 -2.52 2.47
H 3.26 -1.07 2.37
H 6.45 -0.11 3.85
H 5.93 -0.82 2.30
H 4.99 0.48 3.10
C 2.59 4.15 -1.69
O 1.57 4.74 -2.09
N 3.81 4.43 -2.19
C 4.97 3.58 -1.73
C 4.08 5.25 -3.40
H 2.77 3.52 -0.80
H 4.77 3.26 -0.71
H 5.82 4.27 -1.73
H 4.99 2.60 -2.20
H 4.61 4.64 -4.14
H 3.22 5.71 -3.89
H 4.64 6.13 -3.10
C 1.34 -0.74 5.61
O 1.99 -1.09 6.63
N -0.01 -0.92 5.74
C -0.95 -0.41 4.76
C -0.83 -1.36 6.89
H 1.75 -0.40 4.65
H -1.09 0.67 4.82
H -1.90 -0.91 4.57
H -0.45 -0.65 3.82
H -1.51 -0.60 7.28
H -1.35 -2.28 6.63
H -0.14 -1.67 7.67
C -0.65 -1.63 -3.41
O -1.08 -1.19 -2.36
N -0.87 -1.09 -4.63
C -0.44 -1.85 -5.90
C -1.69 0.11 -4.72
H 0.01 -2.51 -3.45
H 0.08 -2.73 -5.54
H 0.28 -1.31 -6.51
H -1.23 -2.10 -6.60
H -2.22 0.59 -3.90
H -1.17 0.96 -5.16
H -2.46 -0.25 -5.41
C 2.20 0.74 -2.83
O 1.25 0.34 -2.06
N 3.52 0.60 -2.61
C 4.49 0.52 -3.73
C 3.93 -0.17 -1.40
H 2.11 1.18 -3.83
H 5.34 1.12 -3.42
H 4.27 0.45 -4.80
H 5.13 -0.35 -3.61
H 4.95 0.13 -1.15
H 3.16 -0.17 -0.63
H 4.12 -1.20 -1.69
C -1.64 2.82 -1.78
O -1.16 1.75 -1.60
N -3.01 3.07 -1.93
C -3.44 4.47 -2.08
C -4.10 2.13 -1.99
H -1.13 3.80 -1.77
H -3.65 4.56 -3.14
H -2.69 5.15 -1.68
H -4.26 4.68 -1.38
H -4.76 2.04 -1.12
H -4.75 2.26 -2.86
H -3.64 1.14 -1.96
C -7.34 -2.76 -2.94
O -8.31 -3.44 -2.59
N -6.47 -2.29 -2.04
C -5.74 -1.06 -2.42
C -6.45 -2.57 -0.59
H -7.06 -2.46 -3.96
H -5.49 -0.95 -3.48
H -4.78 -1.06 -1.91
H -6.13 -0.18 -1.90
H -5.43 -2.92 -0.39
H -6.61 -1.58 -0.16
H -7.22 -3.30 -0.36
C -2.90 -1.52 0.59
O -2.27 -0.59 0.01
N -3.72 -1.29 1.61
C -3.86 -2.44 2.49
C -4.21 0.02 2.17
H -2.80 -2.53 0.17
H -3.56 -3.43 2.16
H -4.87 -2.67 2.84
H -3.26 -2.23 3.37
H -3.35 0.44 2.70
H -4.42 0.81 1.45
H -5.00 -0.11 2.91
*
```

Values from the calculation:
expectation value of S²	2.00
HOMO-LUMO gap (alpha / beta)	6.478 / 6.509	eV
energy	-2494.43327	hartree
energy relative to the best compared isomer or geometry (same formula, charge and spin)	691.53	kJ/mol
HOMO (alpha / beta)	-6.52 / -6.55	eV



Below is a 6-piece molecular cluster, C30H72Cl2O18PS5 overall in a non-equilibrium geometry, with properties calculated with ωB97M-V/def2-TZVPD.

ORCA input file:
```
! RIJCOSX wB97M-V def2-TZVPD def2/J DEFGRID3
* xyz -1 1
C 0.42 -5.32 3.96
O -0.13 -6.10 2.81
C 0.49 -5.63 1.53
C -0.30 -6.23 0.23
C -1.60 -5.32 -0.25
C -2.99 -5.92 0.37
C -3.79 -4.91 1.39
C -2.85 -4.17 2.52
C -3.43 -2.61 2.70
C -3.03 -1.63 1.44
C -1.40 -1.40 1.47
C -0.86 -0.12 0.61
C -0.02 -0.69 -0.71
P 0.08 0.76 -1.94
Cl 0.26 -0.61 -3.58
Cl 0.06 2.36 -3.36
C 1.99 0.85 -1.90
O 2.59 0.86 -0.56
C 3.83 0.02 -0.67
C 3.83 -1.61 -0.89
O 5.02 0.66 -0.58
H 1.57 -5.59 4.09
H -0.14 -5.55 4.98
H 0.39 -4.15 3.76
H 0.33 -4.45 1.54
H 1.65 -5.84 1.49
H -0.65 -7.34 0.42
H 0.45 -6.22 -0.70
H -1.66 -5.45 -1.43
H -1.44 -4.16 -0.07
H -3.73 -6.11 -0.54
H -2.77 -6.97 0.84
H -4.41 -4.08 0.83
H -4.56 -5.59 2.00
H -1.72 -4.07 2.24
H -2.90 -4.74 3.55
H -4.60 -2.73 2.85
H -2.99 -2.14 3.67
H -3.55 -0.56 1.55
H -3.41 -2.15 0.44
H -1.07 -1.34 2.60
H -0.86 -2.36 1.02
H -1.82 0.41 0.16
H -0.22 0.64 1.25
H -0.69 -1.54 -1.21
H 0.99 -1.20 -0.44
H 0.02 1.67 -0.79
H -1.38 0.73 -2.03
H 2.40 0.04 -2.63
H 2.28 1.90 -2.39
H 4.77 -1.97 -1.51
H 2.88 -1.95 -1.50
H 3.84 -2.21 0.13
O -7.15 -0.75 1.76
S -7.58 0.36 0.94
O -6.64 1.24 0.28
O -8.63 1.27 1.80
C -8.24 1.75 3.07
C -7.31 2.95 2.95
C -8.74 -0.23 -0.27
H -7.78 0.95 3.67
H -9.15 2.06 3.60
H -6.35 2.66 2.52
H -7.12 3.39 3.93
H -7.75 3.71 2.29
H -9.48 -0.86 0.23
H -8.18 -0.82 -1.00
H -9.21 0.62 -0.76
O -5.30 -7.72 3.17
S -6.41 -8.47 3.73
O -6.48 -8.81 5.14
O -6.61 -9.84 2.86
C -5.50 -10.70 2.68
C -5.24 -11.54 3.92
C -7.93 -7.68 3.27
H -4.61 -10.14 2.38
H -5.75 -11.37 1.84
H -4.90 -10.91 4.75
H -4.48 -12.29 3.72
H -6.16 -12.04 4.25
H -7.91 -7.47 2.20
H -8.01 -6.75 3.83
H -8.76 -8.34 3.52
O 7.29 5.54 -4.41
S 7.99 4.31 -4.10
O 7.70 3.07 -4.77
O 7.93 4.06 -2.49
C 6.66 4.05 -1.85
C 5.94 2.74 -2.08
C 9.74 4.61 -4.21
H 6.05 4.90 -2.17
H 6.85 4.17 -0.78
H 5.66 2.62 -3.13
H 5.03 2.69 -1.48
H 6.58 1.89 -1.82
H 9.98 5.52 -3.66
H 9.99 4.73 -5.27
H 10.27 3.75 -3.80
O 10.92 7.42 -5.07
S 9.83 8.24 -5.55
O 9.32 8.13 -6.90
O 10.17 9.81 -5.25
C 11.40 10.34 -5.73
C 11.34 10.64 -7.21
C 8.47 8.10 -4.43
H 12.23 9.66 -5.50
H 11.58 11.27 -5.18
H 11.25 9.72 -7.80
H 12.24 11.17 -7.54
H 10.46 11.25 -7.45
H 8.83 8.23 -3.41
H 8.04 7.10 -4.54
H 7.72 8.85 -4.67
O -2.89 3.16 3.07
S -2.66 3.66 1.74
O -1.78 3.00 0.80
O -2.24 5.23 1.83
C -1.14 5.60 2.65
C 0.18 5.28 1.98
C -4.24 3.90 0.95
H -1.21 5.12 3.63
H -1.21 6.68 2.82
H 0.33 4.20 1.89
H 1.02 5.68 2.56
H 0.22 5.70 0.97
H -4.89 4.45 1.63
H -4.66 2.92 0.73
H -4.08 4.46 0.02
*
```

Values from the calculation:
HOMO-LUMO gap	6.526	eV
energy	-5792.92315	hartree
HOMO	-4.92	eV